Below is a structure of composition C6H7IrLiO6, with properties calculated with the ωB97M-V functional and the def2-TZVPD basis.

Element x y z (Å)
Ir1 1.973 2.408 -0.790
O1 0.355 1.211 -0.710
O2 1.053 -1.087 -0.602
C1 2.398 -1.345 -1.028
C2 3.213 -0.522 -0.042
O3 2.311 0.565 0.254
C3 1.008 0.150 -0.066
H1 2.579 -2.421 -0.956
H2 2.529 -1.004 -2.064
H3 4.131 -0.106 -0.467
H4 3.428 -1.064 0.887
Li1 -5.806 -0.174 -0.329
O4 -4.572 1.392 -0.224
O5 -2.487 1.047 0.448
C4 -1.518 0.157 0.844
C5 -0.130 0.631 0.714
O6 -3.979 -0.666 0.341
C6 -3.741 0.541 0.142
H5 -1.747 -0.260 1.835
H6 0.089 1.405 1.460
H7 -1.087 -0.858 0.355

Molecular weight (g/mol): 374.3
HOMO (alpha / beta) (eV): -14.4 / -16.9
Charge: +2
Relative energy (zero: lowest compared OMol25 entry of this formula, charge and spin) (kcal/mol): 65.1
2S+1: 6

Atomic partial charges in e from the natural (NBO) method, atoms 1 to 2:
1. Ir 0.820
2. O -0.568

Below is a structure of composition C10H35BrN13O7Y, with properties calculated with the ωB97M-V functional and the def2-TZVPD basis.

Element x y z (Å)
Y1 0.100 -0.513 0.661
Br1 0.202 -3.695 3.968
C1 -5.687 0.628 2.677
O1 -4.534 0.182 2.646
N1 -6.127 1.867 2.574
N2 -6.750 -0.112 2.862
H1 -7.083 2.104 2.797
H2 -5.386 2.552 2.574
H3 -7.710 0.204 2.875
H4 -6.641 -1.115 2.901
C2 2.499 2.606 5.186
O2 1.944 1.887 4.312
N3 2.640 3.903 5.170
N4 2.992 2.096 6.287
H5 2.284 4.275 4.301
H6 3.070 4.516 5.848
H7 2.575 1.207 6.523
H8 3.343 2.723 6.997
C3 4.127 3.177 -1.792
O3 3.193 2.459 -1.496
N5 4.164 4.204 -2.654
N6 5.240 3.084 -1.226
H9 3.351 4.174 -3.253
H10 5.016 4.679 -2.916
H11 6.009 3.735 -1.295
H12 5.257 2.201 -0.736
C4 -1.546 5.172 0.956
O4 -1.417 3.986 0.746
N7 -1.707 5.654 2.150
N8 -1.559 6.068 0.109
H13 -1.620 5.090 2.983
H14 -1.804 6.654 2.261
H15 -1.225 5.766 -0.795
H16 -1.326 7.026 0.327
C5 5.762 -2.663 1.379
O5 4.760 -1.928 1.244
N9 5.778 -3.831 1.934
N10 7.019 -2.328 1.082
H17 6.630 -4.371 1.882
H18 4.997 -4.302 2.369
H19 7.209 -1.544 0.475
H20 7.717 -3.030 1.283
C6 1.741 -4.858 -2.969
O6 1.512 -4.053 -2.088
N11 2.483 -4.508 -4.014
N12 1.514 -6.154 -2.994
H21 2.603 -3.526 -4.220
H22 2.704 -5.304 -4.595
H23 1.803 -6.883 -3.631
H24 0.891 -6.436 -2.251
C7 -3.783 -0.716 -4.608
C8 -3.563 -0.959 -3.130
C9 -3.771 -2.442 -2.832
O7 -3.337 -2.730 -1.545
C10 -4.015 -3.899 -0.955
N13 -2.169 -0.623 -2.889
H25 -3.591 0.329 -4.848
H26 -4.768 -1.021 -4.962
H27 -3.142 -1.375 -5.193
H28 -4.317 -0.326 -2.662
H29 -3.191 -3.080 -3.499
H30 -4.826 -2.681 -2.965
H31 -3.409 -4.772 -0.715
H32 -4.737 -4.280 -1.677
H33 -4.560 -3.652 -0.044
H34 -1.634 -0.842 -3.717
H35 -2.194 0.347 -3.168

Molecular weight (g/mol): 618.3
HOMO (eV): -13.7
Charge: +2
Relative energy (zero: lowest compared OMol25 entry of this formula, charge and spin) (kcal/mol): 487.3
2S+1: 1

Atomic partial charges in e from the natural (NBO) method, atoms 1 to 2:
1. Y 2.118
2. Br -0.218

Below is a cluster of 4 separate species, C19H35NO11S5 in total, with properties calculated with the ωB97M-V functional and the def2-TZVPD basis.

Element x y z (Å)
C1 0.480 0.313 2.663
C2 1.678 -0.475 1.802
C3 2.824 0.661 1.500
O1 3.196 0.810 0.085
C4 2.068 1.244 -0.752
C5 1.531 2.766 -0.466
N1 0.035 2.711 -0.143
C6 -0.690 2.517 -1.323
S1 -1.300 1.711 -2.731
C7 2.481 3.850 0.314
O2 1.793 5.147 -0.001
S2 1.743 5.035 -1.716
O3 2.926 5.682 -2.476
O4 0.408 5.730 -2.085
O5 1.480 3.344 -1.851
H1 1.049 0.783 3.600
H2 -0.393 -0.416 2.980
H3 0.061 1.259 2.067
H4 1.233 -0.996 0.852
H5 2.130 -1.263 2.577
H6 2.513 1.657 2.038
H7 3.810 0.289 2.062
H8 2.472 1.242 -1.876
H9 1.150 0.494 -0.760
H10 3.582 3.719 -0.111
H11 2.364 3.821 1.502
O6 -4.398 1.974 -5.297
S3 -5.463 2.955 -5.302
O7 -6.815 2.631 -5.711
C8 -5.519 3.735 -3.700
C9 -4.554 4.905 -3.818
C10 -4.826 5.531 -5.185
C11 -4.905 4.394 -6.202
H12 -5.236 3.020 -2.926
H13 -6.543 4.084 -3.534
H14 -4.694 5.624 -3.006
H15 -3.519 4.543 -3.776
H16 -5.782 6.067 -5.156
H17 -4.052 6.254 -5.460
H18 -5.615 4.619 -7.002
H19 -3.923 4.168 -6.627
O8 1.203 -1.368 4.676
S4 2.268 -2.189 5.211
O9 3.667 -1.895 4.974
C12 2.010 -2.377 6.965
C13 1.118 -3.604 7.083
C14 1.682 -4.624 6.096
C15 1.944 -3.892 4.780
H20 1.555 -1.473 7.374
H21 2.985 -2.552 7.429
H22 1.104 -3.993 8.106
H23 0.089 -3.348 6.804
H24 2.624 -5.027 6.487
H25 1.000 -5.467 5.950
H26 2.809 -4.305 4.255
H27 1.066 -3.916 4.128
O10 1.934 -4.935 0.265
S5 0.846 -4.144 -0.271
O11 0.131 -3.168 0.528
C16 1.403 -3.360 -1.771
C17 1.092 -4.374 -2.862
C18 -0.300 -4.916 -2.539
C19 -0.329 -5.243 -1.047
H28 2.466 -3.123 -1.696
H29 0.821 -2.444 -1.906
H30 1.129 -3.918 -3.856
H31 1.822 -5.191 -2.836
H32 -1.051 -4.149 -2.763
H33 -0.541 -5.797 -3.141
H34 -1.320 -5.077 -0.618
H35 -0.008 -6.271 -0.856

Molecular weight (g/mol): 613.8
HOMO (eV): -9.6
SMILES: CCCOC[C@@]1(N=C=S)COS(=O)(=O)O1.O=S1(=O)CCCC1.O=S1(=O)CCCC1.O=S1(=O)CCCC1
Charge: 0
2S+1: 1

Atomic partial charges in e from the Mulliken method, atoms 1 to 2:
1. C -0.987
2. C 0.980

Below is the molecule H4N3P, with properties calculated with the ωB97M-V functional and the def2-TZVPD basis.

Element x y z (Å)
N1 1.762 0.593 -0.219
N2 0.670 0.115 0.269
N3 -0.382 0.440 -0.654
P1 -1.915 0.456 0.001
H1 1.638 1.017 -1.086
H2 2.683 0.279 0.252
H3 -2.351 -0.790 -0.238
H4 -2.401 0.734 -1.376

Molecular weight (g/mol): 77.0
HOMO (alpha / beta) (eV): -8.5 / -8.5
SMILES: N/N=N/P
Charge: 0
Relative energy (zero: lowest compared OMol25 entry of this formula, charge and spin) (kcal/mol): 42.4
2S+1: 1

Atomic partial charges in e from the natural (NBO) method, atoms 1 to 2:
1. N -0.539
2. N 0.049

Below is a structure of composition C17H31Cl3CuO2P2, with properties calculated with the ωB97M-V functional and the def2-TZVPD basis.

Element x y z (Å)
P1 -4.220 1.290 -0.793
P2 -4.214 -1.659 0.369
C1 -5.650 0.188 -0.628
C2 -5.794 -0.614 0.566
H1 -5.275 -1.692 -2.552
H2 -6.453 0.164 -1.374
H3 -5.700 -0.013 1.490
H4 -6.641 -1.312 0.606
C3 -4.943 -3.224 0.983
H5 -4.150 -3.960 1.201
H6 -5.593 -3.658 0.203
H7 -5.539 -3.041 1.895
C4 -3.395 -1.012 1.880
H8 -3.314 -1.848 2.583
H9 -3.934 -0.211 2.477
H10 -2.339 -0.799 1.599
C5 -5.030 1.677 -2.497
H11 -4.466 2.376 -3.125
H12 -6.038 2.095 -2.315
H13 -5.165 0.742 -3.071
C6 -4.423 3.000 -0.113
H14 -4.502 2.969 0.981
H15 -5.281 3.503 -0.567
H16 -3.502 3.540 -0.376
Cu1 -2.779 1.070 1.890
C7 -3.702 -2.715 -1.532
C8 -4.808 -2.697 -2.534
C9 -4.348 -3.158 -3.956
C10 -3.388 -2.173 -4.665
C11 -3.470 -0.711 -4.259
C12 -2.735 -0.138 -3.342
C13 -1.976 -0.784 -2.182
C14 -2.278 -2.259 -1.818
C15 -1.707 2.571 1.248
H17 -3.612 -3.723 -1.085
H18 -5.541 -3.449 -2.189
H19 -5.249 -3.307 -4.564
H20 -3.806 -4.113 -3.843
H21 -2.356 -2.577 -4.570
H22 -3.619 -2.218 -5.746
H23 -4.102 -0.100 -4.918
H24 -2.690 0.953 -3.255
H25 -2.132 -0.136 -1.292
H26 -0.875 -0.697 -2.362
H27 -1.763 -2.889 -2.568
H28 -1.673 -2.459 -0.902
H29 -0.846 2.610 1.901
H30 -2.301 3.467 1.159
H31 -1.404 2.196 0.279
Cl1 2.047 -1.569 2.381
C16 0.866 -0.277 2.351
Cl2 1.669 1.261 2.731
Cl3 0.092 -0.209 0.734
C17 -0.414 -0.511 3.325
O1 -0.573 -1.685 3.684
O2 -1.125 0.536 3.503

Molecular weight (g/mol): 499.3
HOMO (alpha / beta) (eV): -6.9 / -6.9
Charge: 0
Relative energy (zero: lowest compared OMol25 entry of this formula, charge and spin) (kcal/mol): 18.8
2S+1: 2

Atomic partial charges in e from the natural (NBO) method, atoms 1 to 2:
1. P 0.761
2. P 1.304

Below is a structure of composition C11H22MnO5, with properties calculated with the ωB97M-V functional and the def2-TZVPD basis.

Element x y z (Å)
Mn1 0.091 0.206 0.269
C1 2.408 -1.308 -0.797
C2 1.272 -2.072 -1.439
O1 0.047 -1.662 -0.815
C3 -1.193 -1.991 -1.491
C4 -2.282 -1.234 -0.774
O2 -1.935 0.143 -0.580
C5 -2.009 0.996 -1.754
C6 -1.255 2.275 -1.444
O3 0.094 1.923 -0.949
C7 1.367 2.180 -1.665
C8 2.034 0.851 -1.940
O4 2.052 0.095 -0.709
H1 3.339 -1.433 -1.371
H2 2.614 -1.614 0.218
H3 1.429 -3.149 -1.270
H4 1.159 -1.842 -2.499
H5 -1.374 -3.084 -1.468
H6 -1.080 -1.643 -2.527
H7 -2.490 -1.618 0.233
H8 -3.212 -1.290 -1.354
H9 -3.081 1.188 -1.996
H10 -1.555 0.476 -2.605
H11 -1.734 2.882 -0.669
H12 -1.174 2.856 -2.357
H13 1.970 2.807 -1.029
H14 1.206 2.754 -2.586
H15 3.054 1.046 -2.335
H16 1.532 0.275 -2.719
C9 0.673 1.085 4.158
C10 -0.098 0.051 3.428
C11 -0.985 -0.827 4.217
O5 0.033 -0.121 2.195
H17 1.606 0.595 4.474
H18 0.116 1.380 5.033
H19 0.937 1.947 3.545
H20 -1.626 -0.209 4.853
H21 -0.391 -1.407 4.928
H22 -1.559 -1.507 3.592

Molecular weight (g/mol): 289.2
HOMO (alpha / beta) (eV): -17.0 / -17.7
Charge: +2
Relative energy (zero: lowest compared OMol25 entry of this formula, charge and spin) (kcal/mol): 0.0
2S+1: 6

Atomic partial charges in e from the natural (NBO) method, atoms 1 to 2:
1. Mn 1.661
2. C -0.101

Below is the molecule HNO3S, with properties calculated with the ωB97M-V functional and the def2-TZVPD basis.

Element x y z (Å)
N1 1.039 -0.335 -0.280
O1 0.584 -0.113 -1.345
O2 1.981 -0.915 0.121
O3 -1.458 0.781 0.202
S1 -0.176 0.618 1.175
H1 -1.971 -0.035 0.128

Molecular weight (g/mol): 95.1
HOMO (eV): -10.0
Charge: 0
Relative energy (zero: lowest compared OMol25 entry of this formula, charge and spin) (kcal/mol): 21.6
2S+1: 1

Atomic partial charges in e from the natural (NBO) method, atoms 1 to 2:
1. N 0.496
2. O -0.317

Below is a cluster of 8 separate species, C40H84BF6N10P in total, with properties calculated with the ωB97M-V functional and the def2-TZVPD basis.

Element x y z (Å)
B1 -0.627 0.040 1.187
H1 -1.522 0.636 0.634
H2 0.056 0.842 1.811
H3 -1.032 -0.727 2.038
H4 0.049 -0.508 0.338
C1 -0.221 2.318 -6.883
C2 -1.650 1.942 -6.494
N1 -1.759 1.531 -5.087
C3 -1.276 2.242 -4.008
C4 -1.579 1.501 -2.909
N2 -2.126 0.326 -3.327
C5 -2.243 0.377 -4.661
C6 -2.883 -0.620 -2.505
H5 0.414 1.514 -6.498
H6 0.071 3.278 -6.468
H7 -0.084 2.281 -7.960
H8 -2.010 1.136 -7.131
H9 -2.335 2.773 -6.666
H10 -0.921 3.254 -4.076
H11 -1.485 1.759 -1.865
H12 -2.606 -0.409 -5.302
H13 -3.898 -0.754 -2.873
H14 -2.985 -0.208 -1.504
H15 -2.389 -1.590 -2.476
C7 -4.351 -6.162 -0.251
C8 -3.179 -5.259 0.022
N3 -3.607 -3.917 0.457
C9 -4.314 -3.030 -0.316
C10 -4.466 -1.875 0.364
N4 -3.870 -2.097 1.583
C11 -3.376 -3.319 1.629
C12 -3.899 -1.085 2.652
H16 -4.864 -6.496 0.650
H17 -4.060 -7.052 -0.810
H18 -5.117 -5.707 -0.883
H19 -2.584 -5.128 -0.883
H20 -2.521 -5.643 0.799
H21 -4.573 -3.306 -1.324
H22 -4.950 -0.956 0.083
H23 -2.954 -3.755 2.517
H24 -3.504 -1.499 3.572
H25 -4.945 -0.786 2.654
H26 -3.313 -0.224 2.335
C13 -2.670 0.817 5.513
C14 -1.446 1.202 4.688
N5 -1.444 2.621 4.311
C15 -2.484 3.259 3.696
C16 -2.124 4.555 3.530
N6 -0.856 4.679 4.049
C17 -0.442 3.485 4.446
C18 0.002 5.866 3.938
H27 -2.489 -0.173 5.936
H28 -3.600 0.807 4.952
H29 -2.735 1.453 6.398
H30 -1.422 0.631 3.758
H31 -0.574 0.978 5.299
H32 -3.418 2.792 3.432
H33 -2.702 5.376 3.144
H34 0.491 3.301 4.951
H35 1.001 5.606 4.274
H36 -0.415 6.686 4.513
H37 0.064 6.156 2.890
C19 3.034 5.165 0.498
C20 2.282 4.614 -0.699
N7 0.865 4.389 -0.421
C21 0.337 3.448 0.430
C22 -1.006 3.609 0.418
N8 -1.283 4.641 -0.438
C23 -0.136 5.109 -0.929
C24 -2.625 5.034 -0.860
H38 2.851 6.234 0.600
H39 4.107 5.032 0.369
H40 2.762 4.645 1.416
H41 2.739 3.663 -0.985
H42 2.369 5.227 -1.595
H43 0.949 2.781 1.011
H44 -1.782 2.997 0.848
H45 -0.033 5.924 -1.626
H46 -2.844 6.046 -0.512
H47 -3.356 4.381 -0.400
H48 -2.755 5.079 -1.938
C25 7.117 -0.126 -5.249
C26 5.944 -1.093 -5.220
C27 4.977 -0.664 -4.119
N9 3.644 -1.378 -4.132
C28 3.798 -2.853 -4.318
C29 2.966 -1.166 -2.772
C30 1.488 -0.993 -3.057
C31 1.529 -0.183 -4.357
C32 2.658 -0.835 -5.153
H49 7.886 -0.424 -5.958
H50 7.585 -0.019 -4.269
H51 6.795 0.862 -5.584
H52 6.274 -2.120 -5.072
H53 5.409 -1.074 -6.176
H54 4.764 0.402 -4.162
H55 5.432 -0.931 -3.163
H56 4.271 -3.070 -5.270
H57 2.801 -3.283 -4.278
H58 4.414 -3.236 -3.508
H59 3.251 -1.997 -2.133
H60 3.355 -0.267 -2.293
H61 0.974 -1.952 -3.140
H62 0.967 -0.415 -2.293
H63 0.574 -0.250 -4.874
H64 1.792 0.847 -4.122
H65 2.344 -1.648 -5.798
H66 3.150 -0.063 -5.742
C33 3.401 -6.548 2.862
C34 2.578 -5.491 3.607
C35 3.013 -4.079 3.305
N10 2.094 -3.016 3.875
C36 0.668 -3.141 3.468
C37 2.589 -1.662 3.394
C38 2.124 -0.672 4.446
C39 1.759 -1.502 5.704
C40 2.242 -2.898 5.399
H67 4.459 -6.494 3.107
H68 3.243 -6.431 1.788
H69 3.021 -7.533 3.121
H70 2.593 -5.759 4.668
H71 1.524 -5.636 3.349
H72 2.997 -3.855 2.237
H73 3.992 -3.912 3.751
H74 0.731 -3.182 2.379
H75 0.120 -2.248 3.746
H76 0.262 -4.068 3.858
H77 2.173 -1.451 2.412
H78 3.674 -1.742 3.422
H79 1.273 -0.054 4.150
H80 2.839 0.100 4.732
H81 0.687 -1.487 5.916
H82 2.180 -1.074 6.612
H83 1.640 -3.739 5.740
H84 3.281 -3.065 5.674
P1 -5.318 2.136 -0.224
F1 -3.663 2.089 -0.108
F2 -5.263 0.864 -1.261
F3 -5.360 1.057 0.998
F4 -6.900 2.151 -0.352
F5 -5.417 3.357 0.819
F6 -5.123 3.162 -1.449

Molecular weight (g/mol): 861.0
HOMO (eV): -17.4
Charge: +4
Relative energy (zero: lowest compared OMol25 entry of this formula, charge and spin) (kcal/mol): 0.0
2S+1: 1

Atomic partial charges in e from the Mulliken method, atoms 1 to 2:
1. B 1.974
2. H -0.731